1.
C2H6ClN2S | the ωB97M-V functional and the def2-TZVPD basis

XYZ file:
```
12
Properties=species:S:1:pos:R:3:lowdin_charge:R:1
C -3.10440 -0.39786 -0.12662 0.197
C 3.34990 0.56727 0.04866 -0.299
N 0.75484 -0.04918 0.64892 -0.969
N -1.90348 0.05085 -0.27562 0.168
S 1.96404 0.90719 0.96494 0.897
Cl 0.85147 -1.52569 -0.29718 0.519
H -3.88754 -0.08761 -0.70634 0.093
H -3.21133 -1.15330 0.57691 0.104
H 4.17477 1.32098 0.32780 0.047
H 3.56233 -0.16841 -0.78569 0.047
H -1.48049 0.80156 -0.75450 0.123
H -1.07011 -0.26580 0.37872 0.072
```

Properties
**Strongest force on any atom**: 4.47 eV/Å
**Net charge**: +1
**Frontier orbital gap**: 7.5 eV
**Relative energy (zero: lowest compared OMol25 entry of this formula, charge and spin)**: 27.8 kcal per mole

---

2.
C18H28BrCuN3NbO3 | the ωB97M-V functional and the def2-TZVPD basis

XYZ file:
```
55
Properties=species:S:1:pos:R:3:lowdin_charge:R:1
N -1.81490 -0.32267 -0.13485 -0.340
C -4.19660 -2.48624 0.84770 -0.137
O -5.18699 -3.00860 1.14327 0.176
Cu -2.80355 -1.69486 0.50742 0.498
Nb -0.14650 0.30897 -0.01834 1.641
N 0.05008 2.15923 -0.93189 -0.064
N 0.91702 -0.92185 -1.22668 -0.123
C -0.43964 2.58346 -2.24311 -0.623
C 0.55614 -2.12402 -1.96880 -0.635
C -0.64211 4.10126 -2.33557 -0.027
C 0.57583 2.18016 -3.32072 0.004
C -1.78656 1.90364 -2.51253 -0.043
C 0.28636 -3.26252 -0.97982 -0.003
C 1.67890 -2.55062 -2.92181 -0.022
C -0.70474 -1.84978 -2.78487 -0.045
H -1.31329 4.46484 -1.55038 0.108
H -1.10164 4.33595 -3.30285 0.114
H 0.30585 4.64975 -2.28167 0.097
H 1.50877 2.75020 -3.20078 0.102
H 0.15497 2.38400 -4.31610 0.121
H 0.82806 1.11086 -3.25229 0.071
H -1.71424 0.80765 -2.55548 0.047
H -2.18012 2.25422 -3.47674 0.112
H -2.51142 2.15703 -1.72579 0.099
H 1.21199 -3.54585 -0.46464 0.103
H -0.10234 -4.13415 -1.52313 0.119
H -0.44001 -2.96373 -0.21331 0.049
H 2.56085 -2.91154 -2.38020 0.093
H 1.97137 -1.72502 -3.58196 0.100
H 1.31683 -3.37463 -3.54922 0.112
H -0.97016 -2.75814 -3.34216 0.110
H -0.52447 -1.04388 -3.50990 0.087
H -1.55349 -1.57506 -2.14719 0.040
C 0.90421 3.12174 -0.24035 -0.047
H 1.19072 2.76572 0.75922 0.082
H 1.83247 3.33387 -0.80126 0.137
H 0.38359 4.07955 -0.07511 0.122
C 2.31122 -0.79945 -0.80242 -0.076
H 2.39804 -0.10007 0.04966 0.085
H 2.73254 -1.76620 -0.48630 0.118
H 2.94691 -0.40210 -1.61004 0.123
Br -0.65482 2.30065 3.78683 0.825
C -0.13363 0.71888 4.70063 -0.569
C -0.00357 0.77509 6.09039 -0.098
C 0.20658 -0.39420 6.84114 -0.026
C 0.29672 -1.63168 6.19077 -0.040
C 0.24293 -1.69064 4.80041 -0.003
C 0.07526 -0.52300 4.04644 -0.171
C 0.14132 -0.65290 2.57194 -0.562
O -0.07665 -1.71153 1.94513 -0.012
O 0.44728 0.45879 1.92769 -0.312
H -0.07170 1.73644 6.59794 0.111
H 0.28998 -0.32944 7.92496 0.124
H 0.41611 -2.55091 6.76812 0.122
H 0.33421 -2.63667 4.26861 0.127
```

Properties
**Strongest force on any atom**: 9.57 eV/Å
**Net charge**: +2
**Frontier orbital gap (spin up / spin down)**: 2.7 / 2.7 eV
**Relative energy (zero: lowest compared OMol25 entry of this formula, charge and spin)**: 41.0 kcal per mole

---

3.
C2H5BrOS | the ωB97M-V functional and the def2-TZVPD basis

XYZ file:
```
10
Properties=species:S:1:pos:R:3:lowdin_charge:R:1
C 0.92584 -1.64909 -1.05790 -0.338
S 0.38866 -0.06502 -0.22615 0.839
C -1.13412 -0.72311 0.46588 -0.582
O -2.20215 -0.23264 0.23277 -0.071
H 0.08239 -2.30089 -0.97306 0.021
H 1.84749 -1.94819 -0.59833 0.021
H 1.22226 -1.37414 -2.05977 0.030
H -1.03191 -1.76092 0.80994 0.089
Br -5.42269 -0.57903 0.16352 0.367
H -4.08470 -0.67387 -0.13079 -0.374
```

Properties
**Strongest force on any atom**: 2.11 eV/Å
**Structure (SMILES)**: CSC=O.Br
**Frontier orbital gap**: 9.9 eV
**Relative energy (zero: lowest compared OMol25 entry of this formula, charge and spin)**: 13.5 kcal per mole

---

4.
C3H5NO2 | the ωB97M-V functional and the def2-TZVPD basis

XYZ file:
```
11
Properties=species:S:1:pos:R:3:lowdin_charge:R:1
H 2.38927 -1.03773 -0.86275 0.068
N 1.41823 -1.38109 -0.79895 0.112
C 0.77529 -0.93699 0.20350 -0.226
C -0.72237 -1.19860 0.20496 -0.196
O -1.56099 -0.32276 0.16429 0.023
H 1.08633 -0.33451 1.07951 0.116
H -0.96556 -2.28903 0.22682 0.127
C -0.59994 1.85936 -0.05227 -0.158
O 0.55770 1.64544 0.25808 -0.056
H -0.98287 1.85743 -1.09960 0.097
H -1.39508 2.13849 0.67642 0.092
```

Properties
**Strongest force on any atom**: 1.54 eV/Å
**Structure (SMILES)**: [H]/N=C/C=O.C=O
**Frontier orbital gap**: 10.1 eV
**Relative energy (zero: lowest compared OMol25 entry of this formula, charge and spin)**: 69.3 kcal per mole

---

5.
C30H52ClF9N4O8PS3 | the ωB97M-V functional and the def2-TZVPD basis

XYZ file:
```
108
Properties=species:S:1:pos:R:3:lowdin_charge:R:1
N 1.46581 -2.22807 6.19719 -0.160
P 0.19047 -1.94169 5.36398 0.550
O -0.01038 -3.09353 4.26028 -0.142
O -1.15561 -1.92756 6.24236 -0.127
C 0.35835 -0.24903 4.59122 -0.289
N 1.69759 0.23732 4.69047 -0.085
O 1.86424 0.75274 6.01154 -0.061
C -0.21891 -0.13088 3.17169 -0.412
C 0.69084 -0.83784 2.13559 -0.089
C 0.82035 -0.24586 0.71928 -0.169
C 2.18950 -0.58920 0.10047 -0.200
C 2.67096 0.52202 -0.82966 -0.264
S 4.44684 0.56029 -0.98190 0.353
O 5.06938 -0.02126 0.15858 -0.334
O 4.78787 0.13599 -2.29090 -0.319
Cl 4.84785 2.58252 -0.86991 0.372
C -0.61289 1.30971 2.85414 -0.070
C 0.31743 2.44181 3.31747 -0.053
C 1.45519 2.76593 2.38341 -0.418
F 2.32572 1.74898 2.22292 0.140
F 0.91873 3.08048 1.16036 0.103
C 2.29595 4.03355 2.76442 -0.335
F 3.40845 3.97787 1.97660 0.124
F 1.63730 5.17123 2.44834 0.152
C 2.83227 4.11064 4.21502 -0.312
F 3.34513 2.91756 4.58673 0.155
F 3.85052 5.00934 4.19972 0.145
C 1.80756 4.60248 5.32004 -0.471
F 0.62206 4.96085 4.79705 0.158
F 2.32313 5.67712 5.96522 0.157
F 1.61338 3.61749 6.23059 0.150
O -1.42415 -0.90208 3.31522 -0.147
C -2.32440 -0.88174 2.23212 -0.206
C -3.10494 -2.19017 2.24048 -0.142
C -4.26279 -2.13275 3.25693 -0.262
C -5.62128 -2.00303 2.57054 -0.496
S -6.69022 -0.92585 3.56343 0.944
C -8.00456 -0.55322 2.47896 -1.133
S -8.38898 -1.54446 1.24118 0.716
N -8.64049 0.65787 2.78100 -0.221
C -8.14351 1.78182 1.94618 -0.145
C -9.20248 2.33771 1.01490 -0.185
O -10.41694 2.69014 1.65671 -0.124
C -10.61454 1.99542 2.87601 -0.194
C -10.09820 0.58204 2.78916 -0.188
H 1.27139 -2.34480 7.17913 -0.016
H 0.77606 -3.15178 3.71236 0.072
H -1.61527 -2.76566 6.13571 0.077
H -0.26980 0.39510 5.20287 0.141
H 2.37062 -0.49988 4.52640 0.109
H 2.80888 0.74113 6.16629 0.093
H 1.69718 -0.98995 2.51323 0.107
H 0.28322 -1.83544 2.01281 0.117
H 0.71638 0.82514 0.67970 0.074
H 0.08031 -0.72893 0.09119 0.115
H 2.94437 -0.71453 0.87137 0.092
H 2.14409 -1.52343 -0.44527 0.126
H 2.35757 1.50124 -0.48811 0.065
H 2.25325 0.40128 -1.82218 0.114
H -1.55100 1.48555 3.37122 0.134
H -0.82434 1.46881 1.80453 0.118
H 0.66097 2.31557 4.33649 0.102
H -0.29236 3.34117 3.33269 0.132
H -3.04657 -0.07464 2.38522 0.127
H -1.86416 -0.69913 1.26351 0.121
H -3.47484 -2.40499 1.24619 0.116
H -2.41098 -2.94993 2.58261 0.109
H -4.24009 -3.05725 3.82350 0.106
H -4.10385 -1.32748 3.96727 0.088
H -5.53568 -1.57376 1.58075 0.062
H -6.10566 -2.96738 2.51811 0.065
H -7.74126 2.54656 2.60222 0.121
H -7.32452 1.42439 1.32980 0.119
H -8.79483 3.24575 0.58052 0.125
H -9.38953 1.63282 0.20754 0.120
H -11.67595 2.00092 3.09069 0.123
H -10.10942 2.54037 3.67510 0.126
H -10.49819 0.15455 1.87153 0.100
H -10.46362 0.03243 3.64862 0.129
C 5.62487 -1.48481 -5.22841 -0.043
C 4.39710 -1.14979 -6.09722 -0.530
C 4.72692 0.07118 -6.96759 -0.163
C 5.69579 -0.20586 -8.12043 -0.187
C 5.60654 -1.65262 -8.62957 -0.157
C 4.27929 -2.35372 -8.31083 -0.565
N 4.08089 -2.34980 -6.88124 -0.217
O 2.88122 -2.98223 -6.50756 -0.339
C 4.42123 -3.80956 -8.75120 -0.068
C 3.13713 -1.72139 -9.12976 -0.045
C 3.25691 -0.74138 -5.17567 -0.080
H 5.39674 -2.33313 -4.58173 0.080
H 5.92158 -0.64129 -4.59168 0.058
H 6.48056 -1.75715 -5.84920 0.064
H 3.79551 0.46541 -7.38380 0.094
H 5.12463 0.87433 -6.33586 0.107
H 5.47508 0.48875 -8.93711 0.095
H 6.72397 0.01175 -7.81635 0.095
H 5.78850 -1.66786 -9.70982 0.104
H 6.41427 -2.24203 -8.18557 0.102
H 5.18038 -4.31104 -8.14893 0.076
H 4.72123 -3.86749 -9.80586 0.068
H 3.48083 -4.34553 -8.63179 0.066
H 3.34582 -1.78979 -10.20506 0.068
H 2.98722 -0.66678 -8.89080 0.061
H 2.20222 -2.24624 -8.93378 0.066
H 3.54020 0.13320 -4.58042 0.055
H 2.99695 -1.54432 -4.48806 0.068
H 2.36644 -0.48737 -5.75343 0.074
```

Properties
**Strongest force on any atom**: 1.85 eV/Å
**Net charge**: -1
**Frontier orbital gap**: 1.9 eV

---

6.
C3H4FNOS | the ωB97M-V functional and the def2-TZVPD basis

XYZ file:
```
11
Properties=species:S:1:pos:R:3:lowdin_charge:R:1
C -0.50336 0.50901 0.28904 -0.141
C 0.36098 -0.21864 1.31521 -0.360
C 1.13398 -0.48679 0.11709 -0.092
N 0.37895 0.00206 -0.79474 -0.053
O -1.95726 -0.33434 -2.67264 -0.711
F 0.96806 0.50508 2.23429 0.057
S -0.53846 -0.03659 -2.99705 0.706
H -1.65059 0.30389 0.51542 0.157
H -0.35675 1.60937 0.26139 0.129
H -0.06974 -1.07100 1.80102 0.150
H 2.23419 -0.78205 -0.06903 0.157
```

Properties
**Strongest force on any atom**: 4.76 eV/Å
**Frontier orbital gap (spin up / spin down)**: 7.5 / 7.5 eV
**Relative energy (zero: lowest compared OMol25 entry of this formula, charge and spin)**: 105.5 kcal per mole

---

The lowest strongest force on any atom belongs to which entry? C3H5NO2